[1]
The following is a quantum chemistry calculation of a molecular structure, C16H37B2Br3F2MgN2NaO10P at a distorted geometry, from the Open Molecules 2025 dataset.

As for the charge: 0. The calculation puts the gap between HOMO and LUMO at 1.02 eV. The highest occupied orbital energy is -5.24 eV.

Last column: Mulliken charge in e.
Element x y z (Å)
C  -0.8556  -0.9927  5.7817  -1.0823
O  -1.5494  2.0644  4.3345  -0.6110
C  0.4792  -3.5495  -1.0453  -0.6756
H  -2.1689  -1.4863  1.7079  0.1974
O  -3.2802  2.0534  -0.6258  -0.6023
H  0.6425  -2.7442  -1.7607  0.4937
O  4.7768  -5.1454  -0.6457  -0.7883
H  -2.9533  -2.8315  0.9170  0.4433
N  -7.5083  9.8734  -3.0333  -0.3815
C  -0.4134  -1.8747  4.6407  0.7557
O  -6.0905  8.7000  -1.7081  -0.6515
F  -3.3930  3.3464  -2.6030  -0.2596
H  -3.2520  -1.1102  0.3891  0.0597
N  -5.6432  10.8804  -2.1269  -0.3732
O  4.0953  -2.3015  -0.4474  -0.1979
H  -1.2968  1.9385  3.4107  0.3268
H  4.2397  -3.2527  -0.2033  0.2527
C  -2.3626  2.3300  0.3232  0.5134
O  -1.6229  7.4143  -3.7439  -0.7586
H  6.5676  -5.8391  -3.3420  0.3766
C  6.3050  -5.9111  -2.2792  -1.4718
C  -1.4665  -1.1041  -1.4789  -1.3530
H  5.3726  -3.9836  -2.3073  -0.0155
Mg  -3.8365  5.6928  -2.3013  0.8884
H  -0.9904  -3.9431  0.4430  0.4117
H  3.6331  -6.4896  -2.6134  0.3342
Br  7.5869  -3.4305  1.1671  -0.0277
C  0.4858  -3.0374  4.9794  -1.1289
B  -3.7037  3.3289  -1.2471  0.9297
C  -2.1414  3.8272  0.3776  0.2552
H  -2.0393  -0.2019  -1.2663  0.0247
H  0.6545  -4.5300  -1.4753  0.3382
H  -0.4752  -1.5717  0.3315  -0.6086
P  1.6608  -3.4123  0.4055  0.0268
Na  -4.7147  2.7138  1.2552  0.9712
H  6.0826  -6.9561  -2.0580  0.3365
H  3.1574  0.2959  -0.0555  0.3272
H  7.1797  -5.6131  -1.6995  0.3059
C  3.9047  -5.4541  -2.8236  -1.2022
H  -5.8705  11.7520  -2.5656  0.1684
C  -6.3945  9.7528  -2.2548  0.6630
H  1.4108  -2.6751  5.4305  0.3522
H  4.1513  -5.3787  -3.8901  0.3916
O  -1.4203  4.4064  1.1104  -0.4631
H  -0.4885  -0.7517  -1.8138  0.3297
C  7.5148  -1.8501  0.0782  0.1533
H  -1.4926  -0.1978  5.4028  0.1647
H  -0.0187  -3.7091  5.6759  0.3449
H  1.9939  -0.3612  1.1674  0.2395
H  -7.7761  10.7236  -3.4908  0.1684
H  0.7279  -3.5863  4.0718  0.2429
Br  6.9760  -0.3063  1.0963  -0.0662
H  -1.6887  -3.9136  -1.1868  0.4544
C  -2.5249  -1.8451  0.7400  -1.1865
O  -1.8363  1.5224  1.0166  -0.3581
C  -1.3240  -1.9738  -0.2250  2.2555
H  3.0336  -4.8224  -2.6384  0.0373
H  -1.4147  -1.5817  6.5112  0.3476
O  -0.7614  -1.6636  3.5007  -0.4392
H  1.5449  -0.2912  -0.5251  0.2000
C  5.0995  -5.0022  -1.9517  1.1381
Br  9.1759  -1.5422  -0.8506  -0.0580
H  6.7506  -2.0144  -0.6701  -0.0405
H  -1.9144  -1.6267  -2.3264  0.3315
C  -0.9715  -3.4272  -0.5215  -1.4451
H  -1.1067  7.7610  -4.4794  0.1768
H  -4.8156  10.8202  -1.5637  0.2159
H  -8.0810  9.0588  -3.1460  0.2118
F  -5.0908  3.5192  -1.0576  -0.3243
O  -2.9507  4.4065  -0.5589  -0.3812
H  0.0139  -0.5458  6.2658  0.3585
H  0.8920  -2.9696  1.5096  -0.4149
B  2.8608  -1.9472  -0.0217  0.4590
H  -1.6596  3.0151  4.4339  0.2982
C  2.3894  -0.4481  0.1533  -0.9054


[2]
The following is a quantum chemistry calculation of a molecular structure, C16H37B3NO10PS2 at a distorted geometry, from the Open Molecules 2025 dataset.

As for the charge: 0. The calculation puts the gap between HOMO and LUMO at 9.17 eV. The highest occupied orbital energy is -8.73 eV. As for the energy relative to the best compared isomer or geometry (same formula, charge and spin): 0.0000 eV.

Last column: Mulliken charge in e.
Element x y z (Å)
H  8.6913  -3.8087  -1.5044  0.3818
C  5.1073  -1.8656  0.8448  -0.3887
O  -5.4762  -0.3892  0.9357  -0.6191
C  -6.3257  4.1044  -0.1543  0.2938
H  0.9476  3.0000  1.5242  0.4017
O  -5.2940  1.9696  -2.1668  -0.1903
B  -4.6779  3.1832  -1.8057  0.3528
C  8.2924  -5.2346  -3.1203  -0.6122
H  6.3354  -6.5764  -1.6404  0.3817
H  3.8858  -3.4601  -0.0152  0.2580
H  -6.0631  4.8978  -2.2026  0.2952
O  3.2730  -0.9994  3.7911  -0.7085
C  -6.3666  4.0420  2.4104  -1.0043
S  3.1637  -0.8460  2.3625  1.1095
B  -4.8000  0.9855  -1.3519  0.1266
H  -4.7334  5.1978  -1.0959  0.3143
H  -7.0625  2.1883  1.7797  0.2854
C  6.9535  -5.8230  -3.5852  -0.5861
H  7.0695  -6.8293  -3.9837  0.3518
H  8.8077  -5.9589  -2.4869  0.3011
C  -0.0293  3.2857  1.1500  -1.8881
H  -6.0210  5.7252  1.1556  0.3762
O  -6.0833  -1.6367  -1.1791  -0.4784
C  7.9808  -3.9685  -2.3110  -0.7776
H  6.5259  -5.1969  -4.3709  0.2980
N  -6.4533  2.5963  2.4729  -0.5779
H  8.9482  -5.0096  -3.9594  0.3245
H  -1.6300  0.4621  1.9263  0.4772
O  -3.2927  3.1349  -1.7072  -0.3823
H  4.9877  -5.9005  -2.5976  0.3868
H  3.3447  -1.8317  -0.4092  0.2520
P  -5.9787  -0.2441  -0.4262  0.7397
O  5.4443  -3.2545  -2.1768  -0.6530
H  -6.2859  -2.3151  -0.5026  0.3477
H  4.7432  0.2859  1.0160  0.3927
H  5.6218  -2.5877  1.4779  0.2846
C  -0.8395  2.0700  0.7038  1.1062
H  -6.3897  3.0206  -0.0722  -0.5390
H  -0.5650  3.7439  1.9749  0.4662
C  -5.7658  4.6667  1.1316  -0.2238
H  5.7622  -1.6429  0.0066  0.2433
C  -5.4671  4.4647  -1.4072  -0.7216
H  0.0376  4.0344  0.3662  0.3773
O  2.2524  0.1158  1.7873  -0.5660
H  -2.9294  2.0814  1.4175  0.4214
H  -0.4600  1.6867  -0.2370  0.3752
C  -0.6970  1.0018  1.8135  -1.4092
C  -2.3333  2.5103  0.6174  -0.9134
C  3.7699  -2.4557  0.3794  -0.3783
O  6.4629  -4.3869  -0.1758  -0.6787
H  -7.3261  4.4995  2.6330  0.3928
H  -4.6822  4.5967  1.1766  0.0769
H  0.0900  0.2962  1.5960  0.0744
H  7.9316  -3.0845  -2.9436  0.3823
C  4.7930  -0.5964  1.6513  -0.7959
O  -3.4872  0.8805  -1.0610  -0.2395
H  -2.3868  3.5878  0.7288  0.1675
B  -3.0168  2.1717  -0.7368  0.3909
H  3.1533  -3.2018  2.3276  0.3522
H  5.5027  -0.4306  2.4576  0.3368
H  -5.5493  2.1455  2.4727  0.2475
O  -7.4466  0.4284  -0.3735  -0.5522
H  -0.5325  1.5322  2.7439  0.4220
H  -7.3473  4.4527  -0.2730  0.4489
H  1.8044  -2.5289  1.3719  0.4376
H  -5.7012  4.3367  3.2168  0.4110
C  2.8624  -2.4379  1.6073  -0.8177
S  6.3488  -4.2192  -1.6026  1.2861
C  6.0449  -5.8110  -2.3592  -0.8166
H  -7.4435  1.1495  -1.0333  0.3685


[3]
The following is a quantum chemistry calculation of 13 unconnected molecules or ions with the total composition C16H37Cl24NO2PS, from the Open Molecules 2025 dataset.

As for the charge: -1. The calculation puts the gap between HOMO and LUMO at 5.97 eV. The highest occupied orbital energy is -4.34 eV.

Last column: Mulliken charge in e.
Element x y z (Å)
Cl  4.2784  5.8964  -0.0497  -0.0579
H  10.1450  -5.9979  -1.7286  0.1250
H  4.9692  7.8701  1.0416  0.2880
Cl  -12.1380  1.6007  1.4686  -0.1617
Cl  -0.8710  -5.4938  -1.6713  -0.1477
N  1.8440  2.3445  2.4691  -0.1274
Cl  1.3894  -6.3126  2.1993  -0.1470
O  -1.5455  0.7654  2.6033  -0.6500
C  3.6585  -0.5451  2.7225  0.1327
Cl  1.2049  -5.9421  5.1073  -0.1645
H  2.6726  4.2984  2.5125  0.1643
C  4.1407  4.0453  -3.5923  -0.3529
C  0.6042  1.7917  3.0223  -0.9884
Cl  7.3336  -5.2232  -0.8359  -0.1467
H  0.8758  0.9205  3.6366  0.1842
H  11.2017  -4.9001  -2.6604  0.2800
H  2.8072  -0.0404  3.1655  -0.1540
H  -0.5178  1.8003  -0.1139  0.1634
C  3.9981  -0.3449  -3.2873  -0.0891
H  4.2473  5.0780  -3.9017  0.3389
C  4.8783  6.8294  1.3281  -0.3442
C  -0.8290  2.2196  0.8497  -0.1338
H  2.0998  1.7824  1.6667  0.0903
Cl  3.4576  -0.5486  0.9689  -0.0873
Cl  2.9830  3.9777  -2.2653  -0.0745
C  -11.6475  1.3923  -0.2224  -0.3630
Cl  11.9410  -7.1267  -2.7349  -0.1645
H  -1.9312  -3.4322  -2.0548  0.2480
Cl  -5.9450  -1.7669  -3.3630  -0.1251
H  -2.9696  -4.5724  -1.1565  0.2971
H  -5.6490  -2.6491  -5.5181  0.2848
H  -5.7077  0.7713  -2.7663  -0.1052
C  -4.9956  -2.1731  -4.7974  0.1535
H  -3.4352  1.5125  3.6776  -0.0232
C  10.7061  -5.8628  -2.6453  -0.1068
H  0.1474  2.5114  3.7062  0.2448
C  1.8234  3.7584  2.0862  -0.5696
Cl  4.8993  -3.6658  -0.3149  -0.0413
H  3.1211  -6.0407  3.7587  0.2628
H  -3.6466  0.8185  1.7369  -0.2887
H  -4.9338  3.5884  3.2383  0.0513
Cl  -6.3324  -0.2863  1.0387  -0.0994
Cl  3.7969  6.7155  2.7194  -0.1387
C  -7.1909  0.1410  2.5252  -0.3979
C  -0.3989  1.2543  1.9928  0.6544
Cl  -4.4125  1.8596  -1.1677  -0.0303
H  2.1945  -4.5376  3.5029  -0.0308
H  -6.4666  0.1863  3.3304  0.2811
Cl  -4.2775  -0.7427  -5.5514  -0.1653
H  4.5808  -0.0324  2.9645  0.3308
Cl  -3.0971  -4.8987  -3.4820  -0.1985
H  4.2820  0.5652  -3.8019  0.0319
S  -4.7000  3.2102  1.9776  -0.4300
H  0.9036  4.2334  2.4396  0.3086
Cl  5.3617  -0.8921  -2.3015  -0.1568
C  2.1345  -5.6095  3.6406  0.0789
Cl  3.7563  -2.1929  3.3732  -0.1605
H  0.1311  0.4124  1.5060  0.0044
H  -0.4224  3.2321  0.9467  0.1803
H  -2.1771  2.9432  2.9636  -0.0719
C  -5.9143  1.5197  -2.0121  0.5026
H  5.4139  -5.0053  -2.1671  0.2580
H  -12.0240  0.4357  -0.5640  0.2670
H  5.1124  -5.9704  -0.6955  0.2960
C  -2.2686  -4.4582  -1.9736  -0.2064
P  -2.9107  1.8453  2.3769  0.5859
O  -2.2310  2.2870  0.8364  -0.4557
Cl  3.6276  3.0949  -4.9951  -0.1794
C  5.5845  -5.0835  -1.1001  -0.3609
H  -6.6343  1.1516  -1.2900  -0.1659
H  1.8384  3.8887  0.9979  0.0988
Cl  9.5753  -5.9284  -3.9988  -0.1400
H  -4.1974  -2.8318  -4.4772  -0.1469
Cl  -9.9003  1.4172  -0.4279  -0.0322
Cl  -8.0123  1.6973  2.4232  -0.1299
H  -12.0750  2.2041  -0.7984  0.2804
Cl  2.5652  -0.0206  -2.3120  -0.0824
Cl  -6.6225  2.9458  -2.8107  -0.2253
H  5.0851  3.6467  -3.2417  0.2634
H  -7.9384  -0.6225  2.7054  0.3352
H  3.7556  -1.1293  -3.9938  0.2877
H  5.8396  6.4205  1.6151  0.2653